[1]
{
  "formula": "C24H28N2O6",
  "method": "ωB97M-V with the def2-TZVPD basis set",
  "elements": ["C", "O", "C", "C", "O", "C", "O", "C", "C", "C", "N", "C", "C", "C", "C", "C", "C", "C", "C", "O", "N", "C", "C", "C", "C", "C", "C", "O", "C", "C", "O", "C", "H", "H", "H", "H", "H", "H", "H", "H", "H", "H", "H", "H", "H", "H", "H", "H", "H", "H", "H", "H", "H", "H", "H", "H", "H", "H", "H", "H"],
  "xyz": [[-6.475296, -0.217713, -1.524791], [-5.798192, -0.800493, -0.436556], [-4.453011, -0.414870, -0.314846], [-4.276742, 1.029332, 0.184048], [-2.943352, 1.249736, 0.613800], [-2.028844, 1.464815, -0.353908], [-2.343249, 1.563107, -1.521881], [-0.679258, 1.573736, 0.195616], [0.413286, 1.981016, -0.494505], [0.411017, 2.353875, -1.939118], [1.615849, 2.117653, 0.178115], [2.880172, 2.153025, -0.533553], [3.158018, 0.819993, -1.178584], [3.544407, 0.728674, -2.509128], [3.770087, -0.506806, -3.091640], [3.606946, -1.664479, -2.350493], [3.230706, -1.580000, -1.020258], [3.009927, -0.346064, -0.436793], [1.645236, 2.372735, 1.546474], [2.625073, 2.830561, 2.096277], [0.470828, 2.128905, 2.179714], [-0.450475, 1.155097, 1.630289], [0.112579, -0.263165, 1.742772], [0.974502, -0.564397, 2.793594], [1.537661, -1.816998, 2.910211], [1.235991, -2.805932, 1.990524], [0.355544, -2.545223, 0.951392], [-0.027999, -3.475578, 0.027685], [0.505744, -4.772997, 0.114257], [-0.206540, -1.257838, 0.817043], [-1.109050, -0.969845, -0.171865], [-0.778103, -1.330026, -1.501491], [-6.655602, 0.851440, -1.370536], [-7.431259, -0.733104, -1.600174], [-5.913500, -0.351463, -2.456322], [-4.008976, -1.092516, 0.418678], [-3.923201, -0.531511, -1.269698], [-4.524418, 1.744498, -0.607924], [-4.906456, 1.200890, 1.059779], [-0.604292, 2.328126, -2.318687], [1.015391, 1.650820, -2.510069], [0.822948, 3.353141, -2.073474], [2.897576, 2.955803, -1.275721], [3.640264, 2.374586, 0.223731], [3.672750, 1.629305, -3.093291], [4.068960, -0.565391, -4.127811], [3.776129, -2.628242, -2.807424], [3.112026, -2.476524, -0.430015], [2.719733, -0.285697, 0.601683], [0.464908, 2.310492, 3.170976], [-1.388124, 1.209273, 2.189147], [1.225806, 0.193364, 3.518795], [2.215817, -2.032260, 3.721477], [1.678930, -3.782275, 2.103199], [0.058702, -5.327574, -0.709476], [1.594515, -4.772063, -0.002503], [0.240807, -5.256669, 1.059720], [-1.292811, -0.608908, -2.137429], [0.298633, -1.260304, -1.674929], [-1.119021, -2.340811, -1.733702]],
  "forces_ev_per_a": [[-0.03, 0.01, -0.01], [-0.08, 0.01, 0.16], [0.34, 0.12, 0.17], [-0.60, -0.17, -0.40], [0.31, -0.04, 0.16], [-0.02, 0.25, -0.45], [-0.17, -0.09, 0.11], [0.44, 0.19, 0.17], [-1.02, -0.13, -0.04], [-0.14, 0.05, -0.07], [0.11, 0.06, 0.23], [0.32, 0.01, 0.03], [0.06, -0.04, -0.12], [0.04, 0.03, 0.12], [0.04, -0.05, -0.10], [0.02, -0.06, -0.07], [0.03, -0.06, 0.03], [0.04, 0.04, -0.02], [-0.03, 0.26, 0.12], [0.32, 0.03, 0.27], [-0.33, 0.07, 0.33], [-0.05, -0.02, -0.25], [-0.09, -0.19, -0.14], [0.01, -0.09, 0.01], [0.00, 0.10, 0.06], [-0.04, -0.16, -0.17], [-0.09, 0.04, -0.08], [-0.12, 0.48, 0.13], [0.08, -0.24, 0.01], [0.04, -0.08, 0.02], [-0.04, -0.44, 0.62], [0.00, -0.03, -0.55], [-0.02, -0.01, -0.04], [-0.01, 0.08, -0.08], [-0.01, 0.01, -0.01], [0.04, 0.08, -0.09], [-0.03, -0.03, 0.08], [-0.02, -0.07, 0.20], [0.06, -0.02, -0.10], [0.10, 0.01, -0.02], [0.06, -0.01, -0.07], [0.09, 0.06, -0.02], [0.01, -0.06, 0.08], [-0.17, 0.04, -0.21], [-0.03, 0.11, -0.06], [0.02, -0.01, -0.09], [0.02, -0.08, -0.04], [-0.02, -0.09, 0.06], [-0.07, -0.02, 0.14], [0.15, 0.03, -0.12], [0.21, 0.08, -0.09], [0.05, 0.09, 0.03], [0.06, -0.02, 0.08], [0.01, -0.11, -0.04], [0.06, -0.01, 0.07], [-0.03, 0.01, 0.03], [0.03, 0.03, -0.03], [0.05, -0.02, -0.01], [0.01, -0.01, 0.03], [0.05, 0.13, 0.02]],
  "smiles": "COCCOC(=O)C1=C(C)N(Cc2ccccc2)C(=O)N[C@@H]1c1cccc(OC)c1OC",
  "e_tot_ev": -40607.471,
  "total_charge": 0
}


[2]
{
  "formula": "C24H28N4O2",
  "method": "ωB97M-V with the def2-TZVPD basis set",
  "elements": ["C", "C", "O", "C", "C", "C", "C", "C", "C", "C", "N", "C", "C", "C", "C", "C", "O", "N", "C", "C", "C", "C", "C", "N", "C", "C", "C", "N", "C", "C", "H", "H", "H", "H", "H", "H", "H", "H", "H", "H", "H", "H", "H", "H", "H", "H", "H", "H", "H", "H", "H", "H", "H", "H", "H", "H", "H", "H"],
  "xyz": [[-5.726858, -2.321749, -1.091136], [-4.348690, -2.861396, -0.741598], [-3.659329, -1.844123, -0.043129], [-2.398446, -2.083743, 0.415639], [-1.697978, -3.266465, 0.201160], [-0.418783, -3.423953, 0.707648], [0.177340, -2.410661, 1.433789], [-0.517323, -1.231911, 1.646902], [-1.797209, -1.049371, 1.148705], [-2.515239, 0.251810, 1.399154], [-2.031756, 1.289402, 0.489763], [-2.629401, 1.180679, -0.832040], [-1.947410, 2.132921, -1.811003], [-2.022824, 3.568093, -1.299657], [-1.495601, 3.668590, 0.139302], [0.032721, 3.559991, 0.143627], [0.731350, 4.550418, 0.089635], [0.480316, 2.280517, 0.174179], [1.786699, 1.807835, 0.093118], [2.907071, 2.626371, 0.211674], [4.170762, 2.067290, 0.141320], [4.341912, 0.710470, -0.056868], [3.222627, -0.106107, -0.193895], [3.403938, -1.477236, -0.408094], [2.522427, -2.370084, -0.920403], [3.155481, -3.587321, -0.947890], [4.433481, -3.330821, -0.426284], [4.567246, -2.061108, -0.112731], [1.949767, 0.438732, -0.112917], [-2.201846, 2.634470, 1.020301], [-5.631333, -1.430608, -1.705824], [-6.265081, -2.061460, -0.183686], [-6.290448, -3.072824, -1.636884], [-3.803703, -3.127782, -1.658208], [-4.439291, -3.757387, -0.112236], [-2.142318, -4.073546, -0.359692], [0.110679, -4.347833, 0.530485], [1.173270, -2.534609, 1.829925], [-0.061445, -0.434872, 2.216439], [-3.599925, 0.106635, 1.300435], [-2.299916, 0.574375, 2.421174], [-3.709706, 1.405706, -0.789915], [-2.514542, 0.150599, -1.173503], [-0.905526, 1.838846, -1.945360], [-2.441547, 2.060993, -2.781630], [-1.450582, 4.233972, -1.947343], [-3.064716, 3.899230, -1.311025], [-1.723568, 4.668739, 0.521845], [-0.261652, 1.572294, 0.242195], [2.776889, 3.685205, 0.357718], [5.036835, 2.703647, 0.241916], [5.320945, 0.263333, -0.108259], [1.539516, -2.091516, -1.239267], [2.764412, -4.521881, -1.294317], [5.244199, -4.015009, -0.272336], [1.074726, -0.188657, -0.191323], [-3.270813, 2.902983, 1.091835], [-1.778055, 2.666509, 2.028271]],
  "forces_ev_per_a": [[0.42, -0.06, 0.16], [-0.28, -0.23, -0.23], [0.12, 0.17, 0.14], [0.20, 0.09, 0.16], [-0.26, -0.08, -0.18], [0.02, 0.06, 0.06], [0.11, -0.03, 0.07], [-0.15, -0.15, -0.04], [-0.31, -0.06, -0.06], [0.00, -0.08, 0.01], [-0.29, -0.01, 0.11], [0.16, -0.07, -0.37], [-0.25, 0.04, 0.03], [0.16, -0.08, -0.04], [-0.08, 0.15, 0.00], [-0.44, 0.04, 0.12], [0.19, 0.26, -0.07], [-0.05, -0.33, 0.10], [0.52, 0.06, -0.09], [-0.10, 0.22, 0.05], [-0.12, -0.19, -0.02], [0.04, -0.17, -0.05], [0.05, 0.97, 0.20], [-0.29, -0.74, -0.25], [0.06, -0.24, -0.10], [-0.16, 0.09, -0.01], [-0.23, 0.10, -0.08], [0.73, 0.18, 0.36], [0.13, -0.10, -0.04], [0.04, 0.21, 0.12], [-0.03, 0.07, -0.08], [-0.09, 0.01, 0.06], [-0.08, -0.06, -0.06], [-0.01, -0.01, 0.15], [0.09, 0.09, -0.08], [-0.07, -0.05, -0.05], [0.05, -0.09, -0.02], [0.11, -0.01, 0.03], [0.05, 0.12, 0.08], [0.07, 0.11, 0.09], [-0.04, 0.00, -0.06], [0.00, -0.05, 0.04], [-0.08, 0.02, 0.01], [-0.01, -0.05, -0.07], [0.04, -0.04, -0.02], [-0.06, 0.07, 0.01], [-0.02, 0.04, 0.00], [0.12, -0.14, 0.00], [0.10, 0.15, 0.01], [-0.02, 0.03, 0.01], [0.08, 0.05, 0.00], [0.07, -0.01, -0.01], [-0.17, 0.11, -0.04], [-0.13, -0.15, -0.09], [0.19, -0.09, 0.05], [-0.08, -0.08, -0.02], [0.05, -0.02, 0.02], [-0.07, -0.03, -0.02]],
  "smiles": "CCOc1ccccc1CN1CCC[C@H](C(=O)Nc2cccc(-n3cccn3)c2)C1",
  "e_tot_ev": -35398.413,
  "total_charge": 0
}


[3]
{
  "formula": "C24H28N4O2S3V",
  "method": "ωB97M-V with the def2-TZVPD basis set",
  "elements": ["V", "C", "C", "N", "N", "C", "N", "S", "C", "C", "C", "C", "C", "N", "H", "H", "H", "H", "H", "H", "H", "H", "H", "H", "O", "S", "C", "C", "C", "C", "S", "O", "C", "C", "C", "C", "C", "C", "C", "C", "C", "C", "C", "C", "H", "H", "H", "H", "H", "H", "H", "H", "H", "H", "H", "H", "H", "H", "H", "H", "H", "H"],
  "xyz": [[0.855136, 0.518128, 0.264182], [1.355199, 4.644058, 1.687150], [1.086155, 3.195354, 1.481335], [1.506008, 2.484748, 0.499460], [2.378281, 2.968599, -0.441862], [3.225944, 2.057751, -0.969042], [4.172174, 2.462973, -1.784813], [3.071405, 0.397050, -0.543908], [0.365898, 2.370392, 2.485611], [-0.110234, 2.868580, 3.675173], [-0.645315, 1.979476, 4.611018], [-0.679871, 0.631402, 4.319046], [-0.194066, 0.200747, 3.092004], [0.318606, 1.042788, 2.190752], [2.260181, 4.774907, 2.288032], [0.533602, 5.118987, 2.217929], [1.477631, 5.179879, 0.747032], [2.524885, 3.966209, -0.530834], [4.321953, 3.434106, -2.021919], [4.808455, 1.788739, -2.186171], [-0.058941, 3.923913, 3.898709], [-1.015664, 2.349104, 5.558228], [-1.068230, -0.091237, 5.022716], [-0.202129, -0.847171, 2.822784], [-0.001568, 1.103884, -1.360115], [-1.256266, 1.167241, -2.281014], [-1.726143, -0.562248, -2.621983], [-0.549817, -1.537672, -2.737188], [-0.902537, -2.930244, -2.204872], [-1.253124, -3.020394, -0.725800], [0.038164, -2.842363, 0.514272], [0.583372, -1.389274, 0.348017], [1.331323, -3.883243, -0.048568], [1.426025, -5.116891, 0.586465], [2.397371, -6.009567, 0.156156], [3.262347, -5.650070, -0.866782], [3.167817, -4.401130, -1.475749], [2.192551, -3.505799, -1.075440], [-2.580302, 1.683260, -1.247621], [-3.375891, 2.712895, -1.729416], [-4.463954, 3.128767, -0.967918], [-4.722806, 2.531006, 0.253730], [-3.906262, 1.505094, 0.732317], [-2.834260, 1.069204, -0.021833], [-2.266510, -0.470547, -3.566279], [-2.448902, -0.843674, -1.858167], [0.327055, -1.147001, -2.221398], [-0.266224, -1.635525, -3.784510], [-0.086839, -3.618567, -2.429483], [-1.768964, -3.321050, -2.744496], [-1.648703, -4.011855, -0.481201], [-2.017665, -2.306845, -0.405443], [0.764687, -5.378968, 1.403702], [2.486549, -6.976711, 0.630879], [4.025662, -6.345024, -1.189874], [3.855639, -4.133138, -2.265974], [2.109815, -2.532665, -1.542948], [-3.157932, 3.184895, -2.679518], [-5.101849, 3.921778, -1.333139], [-5.569828, 2.858338, 0.841611], [-4.128602, 1.039675, 1.683438], [-2.220484, 0.244959, 0.333546]],
  "forces_ev_per_a": [[0.17, -0.74, -0.31], [0.03, -0.02, -0.01], [-0.05, -0.01, 0.04], [0.03, 0.25, 0.05], [-0.04, -0.04, 0.02], [0.03, 0.03, -0.01], [0.00, -0.01, 0.00], [0.00, 0.04, -0.05], [0.07, 0.04, -0.06], [-0.05, -0.07, 0.05], [0.01, 0.06, -0.01], [0.01, -0.06, -0.03], [-0.01, -0.02, -0.02], [-0.19, 0.27, 0.08], [0.00, 0.00, 0.00], [0.00, 0.01, 0.00], [0.01, 0.01, 0.01], [0.03, -0.01, -0.01], [0.00, 0.00, 0.00], [0.00, 0.00, 0.00], [0.01, 0.00, 0.00], [0.00, 0.00, 0.00], [0.00, 0.01, 0.01], [0.00, 0.00, 0.01], [-0.04, 0.00, 0.31], [0.17, -0.09, -0.09], [-0.03, 0.06, 0.08], [0.03, 0.06, -0.07], [-0.03, -0.02, 0.00], [-0.04, -0.02, -0.02], [0.18, 0.09, 0.08], [-0.20, 0.22, -0.07], [-0.01, -0.05, 0.01], [0.02, 0.00, 0.00], [0.01, 0.00, -0.01], [0.00, -0.02, 0.01], [-0.01, 0.02, 0.00], [0.02, -0.02, -0.02], [-0.09, 0.03, -0.06], [-0.02, 0.04, 0.05], [0.02, 0.02, -0.02], [0.01, 0.00, 0.00], [0.01, 0.01, 0.01], [-0.02, -0.03, 0.04], [-0.07, -0.04, 0.02], [0.04, -0.01, 0.03], [-0.01, 0.00, 0.05], [0.01, 0.01, -0.01], [0.00, 0.01, 0.01], [-0.01, 0.03, -0.01], [0.01, -0.01, -0.03], [-0.01, -0.01, -0.01], [-0.01, 0.01, -0.01], [0.00, 0.00, 0.00], [0.00, 0.00, 0.00], [0.00, 0.00, 0.00], [0.01, 0.00, 0.01], [0.00, -0.02, -0.01], [0.00, 0.00, 0.00], [0.00, -0.01, 0.00], [0.00, -0.01, 0.00], [0.01, 0.01, -0.02]],
  "e_tot_ev": -93568.043,
  "spin_multiplicity": 3,
  "total_charge": 3
}


[4]
{
  "formula": "C24H28N4O3",
  "method": "ωB97M-V with the def2-TZVPD basis set",
  "elements": ["O", "C", "C", "C", "O", "C", "C", "C", "C", "C", "C", "N", "C", "C", "C", "N", "N", "C", "C", "C", "N", "C", "C", "C", "C", "C", "O", "C", "C", "C", "C", "H", "H", "H", "H", "H", "H", "H", "H", "H", "H", "H", "H", "H", "H", "H", "H", "H", "H", "H", "H", "H", "H", "H", "H", "H", "H", "H", "H"],
  "xyz": [[-1.923157, -2.127083, -1.270934], [-2.039466, -2.358497, -0.088231], [-3.349520, -2.215321, 0.674964], [-4.522111, -1.881060, -0.259959], [-5.419398, -0.953065, 0.303770], [-5.049381, 0.358689, 0.394149], [-5.978376, 1.199112, 1.009638], [-5.716169, 2.545388, 1.152353], [-4.523964, 3.077833, 0.686351], [-3.602873, 2.248152, 0.075595], [-3.852730, 0.892949, -0.072097], [-1.007597, -2.730058, 0.716912], [0.318377, -2.982054, 0.343374], [1.108456, -4.043109, 0.748140], [2.346942, -3.793792, 0.152873], [2.316550, -2.676317, -0.544971], [1.088537, -2.181724, -0.430343], [0.754620, -0.901143, -1.020098], [0.562108, 0.153978, 0.072537], [0.269366, 1.511002, -0.585356], [1.260462, 1.944618, -1.538995], [2.398084, 2.687585, -1.026578], [3.383083, 1.943143, -0.153601], [4.469474, 1.276326, -0.710906], [5.349869, 0.560554, 0.074491], [5.162306, 0.502490, 1.451781], [6.050040, -0.211096, 2.196139], [4.093136, 1.180530, 2.023248], [3.218056, 1.894391, 1.224246], [1.521696, 0.928718, -2.533797], [1.867073, -0.452490, -1.960828], [-3.548178, -3.129722, 1.235996], [-3.231906, -1.401374, 1.396637], [-5.125838, -2.770879, -0.451138], [-4.130423, -1.521513, -1.219544], [-6.901676, 0.767173, 1.362590], [-6.445573, 3.183516, 1.628763], [-4.317493, 4.131403, 0.797263], [-2.672765, 2.654063, -0.294366], [-3.114109, 0.275230, -0.558489], [-1.235361, -3.039684, 1.651361], [0.822088, -4.866878, 1.369335], [3.244643, -4.376396, 0.202938], [-0.177972, -1.018478, -1.584790], [1.470776, 0.211113, 0.674028], [-0.271444, -0.113445, 0.725748], [0.155535, 2.280508, 0.181159], [-0.680500, 1.425805, -1.128339], [2.925119, 3.088754, -1.897750], [1.989287, 3.533160, -0.463467], [4.631537, 1.320943, -1.778223], [6.189241, 0.039648, -0.357055], [5.804003, -0.169876, 3.127921], [3.948691, 1.151892, 3.096082], [2.395835, 2.424252, 1.685131], [2.327060, 1.275139, -3.183410], [0.612683, 0.836598, -3.141698], [2.805043, -0.417784, -1.408630], [1.978215, -1.171791, -2.771911]],
  "forces_ev_per_a": [[-0.01, -0.04, -0.21], [-0.32, -0.04, 0.33], [-0.26, 0.19, -0.35], [0.33, -0.20, -0.25], [-0.22, 0.28, 0.22], [-0.09, 0.12, 0.08], [0.03, -0.19, -0.04], [-0.02, -0.06, 0.00], [0.12, 0.15, -0.03], [-0.04, 0.16, 0.07], [-0.02, -0.35, -0.06], [0.25, -0.08, 0.33], [0.30, -0.43, -0.03], [-0.28, 0.20, -0.06], [-0.23, 0.14, 0.11], [0.75, -0.02, -0.37], [-0.49, -0.41, 0.33], [0.05, 0.67, -0.19], [-0.11, 0.07, -0.20], [-0.01, -0.13, 0.18], [-0.01, 0.19, -0.06], [-0.09, -0.02, -0.03], [0.02, 0.18, 0.00], [-0.04, 0.13, 0.22], [0.14, -0.15, 0.23], [-0.25, 0.18, -0.11], [0.14, -0.11, 0.09], [0.08, -0.10, 0.11], [0.16, 0.04, -0.16], [-0.01, -0.21, 0.01], [-0.12, 0.14, -0.03], [0.03, 0.02, 0.06], [0.02, -0.07, 0.01], [0.10, 0.12, -0.02], [-0.10, -0.07, 0.16], [-0.11, -0.05, 0.04], [-0.07, 0.04, 0.04], [0.02, 0.09, 0.00], [0.08, 0.02, -0.04], [0.07, -0.13, -0.08], [-0.04, 0.16, -0.14], [-0.13, -0.18, 0.10], [0.21, -0.09, -0.01], [0.24, 0.00, 0.13], [-0.06, -0.10, 0.01], [-0.02, -0.02, 0.05], [-0.08, 0.03, -0.02], [-0.10, 0.02, 0.09], [0.00, 0.06, 0.08], [0.09, 0.01, -0.05], [0.01, 0.00, -0.14], [0.11, -0.07, -0.07], [0.00, 0.02, -0.14], [0.00, 0.00, 0.08], [-0.10, 0.06, 0.04], [-0.03, 0.00, -0.07], [0.06, -0.03, -0.11], [-0.06, -0.06, -0.11], [0.06, -0.05, -0.03]],
  "smiles": "O=C(CCOc1ccccc1)Nc1ccnn1C1CCN(Cc2ccc(O)cc2)CC1",
  "e_tot_ev": -37445.227,
  "total_charge": 0
}